This record from the OMol25 dataset describes a structure of composition C21H15AuCl6O2P. The level of theory is the ωB97M-V functional and the def2-TZVPD basis.

```
46
Properties=species:S:1:pos:R:3:forces:R:3
Au -0.529 0.178 -0.467 -0.265 0.857 0.421
Cl -3.768 0.358 0.697 -0.027 0.048 -0.077
C -3.067 1.821 0.062 -0.172 -0.179 -0.002
C -1.893 1.732 -0.692 -0.224 0.023 -0.231
C -1.548 2.825 -1.612 -0.095 -0.089 0.626
Cl 0.530 0.679 -2.647 0.455 1.277 -1.027
C -2.418 3.995 -1.478 -0.143 -0.060 0.106
Cl -1.970 5.346 -2.425 0.067 0.057 -0.036
C -3.471 4.077 -0.609 0.084 0.163 -0.170
Cl -4.386 5.522 -0.477 0.007 -0.003 0.018
C -3.849 2.952 0.148 -0.032 -0.183 0.145
Cl -5.322 2.962 1.037 0.022 0.013 -0.054
Cl 2.765 -0.834 -5.571 0.065 0.188 -0.015
C 2.160 -1.320 -4.016 0.040 2.333 2.455
C 3.096 -2.148 -3.243 0.330 -1.365 -1.334
C 2.844 -2.265 -1.944 0.075 0.407 0.257
C 1.961 -1.170 -1.616 0.258 0.602 0.846
O 1.222 -1.126 -0.600 -0.398 -0.503 0.248
C 2.215 -0.078 -2.556 -0.592 -2.356 -1.394
C -0.160 -0.525 -3.691 -0.547 -0.069 -0.141
O -0.618 2.878 -2.429 0.191 -0.335 0.297
C 0.656 -1.459 -4.118 0.764 -0.269 -1.013
H 3.963 -2.563 -3.746 -0.236 -0.329 -0.099
H 3.321 -2.934 -1.246 0.033 0.090 0.083
H -1.163 -0.268 -4.000 -0.132 -0.337 0.183
H 0.257 -2.136 -4.866 0.080 -0.185 0.125
C -1.975 -1.816 2.097 0.160 -0.153 0.023
P -0.956 -0.366 1.784 0.306 0.228 -0.260
C -1.424 1.024 2.841 -0.095 -0.016 -0.030
C 0.707 -0.831 2.281 0.078 0.157 0.015
C 1.673 0.179 2.304 -0.018 0.000 0.025
C 2.974 -0.112 2.668 0.008 -0.009 -0.009
C 3.322 -1.416 3.004 -0.008 0.001 -0.002
C 2.368 -2.422 2.977 0.013 0.000 -0.002
C 1.061 -2.136 2.611 -0.011 0.001 -0.004
H -1.594 -2.656 1.517 -0.009 0.000 -0.007
H -3.012 -1.652 1.847 -0.037 0.007 0.027
H -1.881 -2.045 3.161 0.017 -0.016 -0.008
H -0.904 0.904 3.791 -0.018 -0.019 0.012
H -2.501 1.032 2.993 0.009 0.017 -0.004
H -1.128 1.963 2.376 0.002 0.001 0.002
H 1.412 1.196 2.032 -0.001 0.001 0.004
H 3.717 0.673 2.688 0.000 0.001 0.001
H 4.339 -1.645 3.291 0.000 0.000 0.002
H 2.639 -3.434 3.244 0.000 0.000 0.002
H 0.335 -2.937 2.597 -0.003 0.005 -0.004
```
Forces are in eV/Å.

- Molar mass: 740.0 g mol⁻¹
- Total energy: -114216.471 eV
- Net charge: +1
- Highest occupied orbital energy (spin up / spin down): -0.3680 / -0.3690 Eh
- F_max: 3.387 eV/A
- ΔE to the lowest compared entry with this formula, charge and spin: 157.4 kcal per mole
- LUMO level (spin up / spin down): -0.198 / -0.197 Eh